Arrangement P

16
Properties=species:S:1:pos:R:3:lowdin_charge:R:1 method="wB97M-V/def2-TZVPD" spin_multiplicity=1 lumo_energy_ev=0.58 smiles="CC1CC1.C=O" orbital_gap_ha=0.333
C 0.1576 1.4494 0.0120 -0.123
C -0.0196 0.0402 -0.4391 -0.289
C -1.0073 -0.8533 0.1299 -0.243
C -1.7807 0.1502 -0.5889 -0.054
H 1.2621 1.4554 0.2948 0.071
H -0.3957 1.7252 0.9118 0.088
H 0.0155 2.2032 -0.7566 0.080
H 0.4005 -0.1962 -1.3952 0.126
H -1.1390 -0.8521 1.2030 0.114
H -0.9905 -1.8419 -0.2833 0.110
H -2.0359 -0.0296 -1.5941 0.068
H -2.4269 0.8306 -0.0561 0.093
C 1.8795 -0.9982 0.5883 -0.148
O 2.6978 -0.0590 0.3779 -0.077
H 1.9408 -1.9011 0.0067 0.085
H 1.4419 -1.1227 1.5890 0.096

=====

Arrangement Q

16
Properties=species:S:1:pos:R:3:lowdin_charge:R:1 method="wB97M-V/def2-TZVPD" spin_multiplicity=1 lumo_energy_ev=-0.22 orbital_gap_ha=0.321
C 1.4754 0.4885 -0.5293 -0.031
C 0.2706 -0.3863 -0.2798 -0.600
O 0.5052 -1.4773 0.5732 -0.011
C -0.7475 -0.5750 -1.3511 -0.066
C -1.1003 0.2411 -0.1225 -0.136
C -0.1805 1.0621 2.1200 0.168
H 1.1853 1.4040 -1.0558 0.090
H 2.2184 -0.0389 -1.1391 0.084
H 1.9209 0.7780 0.4254 0.066
H 0.6499 -2.2594 0.0282 0.105
H -0.6096 -0.0452 -2.2894 0.108
H -1.2213 -1.5495 -1.4385 0.109
H -1.7859 -0.2404 0.5691 0.107
H -1.2144 1.3142 -0.2431 0.107
H -0.1092 -0.0027 2.4315 -0.047
H -1.2570 1.2867 2.3014 -0.054

=====

Arrangement R

16
Properties=species:S:1:pos:R:3:lowdin_charge:R:1 method="wB97M-V/def2-TZVPD" spin_multiplicity=1 lumo_energy_ev=0.74 orbital_gap_ha=0.344
C -1.0641 -0.3052 -2.6473 -0.008
C -0.6106 -0.2947 -1.3785 -0.176
C 0.4130 -1.3139 -0.9502 -0.120
C 0.7197 -1.3757 0.3808 -0.161
C 0.3011 -0.3994 1.4731 -0.117
H -0.6541 -0.9171 -3.4877 0.072
H -1.9994 0.1151 -2.8622 0.024
H -1.0002 0.4492 -0.7103 0.083
H 0.7404 -2.0767 -1.6867 0.109
H 1.3420 -2.2320 0.6738 0.090
H 0.9333 -0.4572 2.3754 0.078
H 0.5038 0.6349 1.0961 0.053
H -0.7836 -0.5064 1.7360 0.096
O 0.7355 2.8602 2.2705 -0.095
H 0.2837 3.6371 1.7489 0.101
H 0.1395 2.1818 1.9684 -0.029

=====

Computed energies relative to the best structure, in kcal/mol: arrangement P 42.1; arrangement Q 83.2; arrangement R 0.0